# 1
A molecular structure, C4H6O5 at a distorted geometry. Source: the Open Molecules 2025 dataset; level of theory: ωB97M-V with the def2-TZVPD basis set.

```
! RIJCOSX wB97M-V def2-TZVPD def2/J DEFGRID3
* xyz 0 1
O 0.3080 -0.6013 -1.0152
O -1.8969 0.8044 -1.6945
O 2.0352 -2.1133 0.1175
O -0.9352 2.0152 0.0839
O 2.1964 0.1531 0.3062
C -0.1463 -0.8369 1.1758
C -1.5142 0.8036 -0.3554
C -0.5185 -0.3116 -0.0750
C 1.5459 -1.0313 0.1790
H -1.1397 0.5462 -2.2414
H -2.4158 0.6817 0.2436
H -0.4064 -0.2805 2.0701
H -0.1737 -1.9171 1.2535
H -0.0824 2.1388 -0.3558
H 3.1437 -0.0510 0.3076
*
```

Its total energy is -14480.0275 eV. For the orbital gap, the calculation gives 9.1188 eV. The energy above the lowest of the compared OMol25 structures with the same formula, charge and spin comes out at 3.653 eV. Its HOMO energy is -0.34801 Eh.

---

# 2
A gas-phase ion, CH2F2O2PS (charge -1) at a distorted geometry. Source: the Open Molecules 2025 dataset; level of theory: ωB97M-V with the def2-TZVPD basis set.

```
! RIJCOSX wB97M-V def2-TZVPD def2/J DEFGRID3
* xyz -1 1
S 2.6012 0.0967 -0.2876
P 0.0926 -0.6348 -0.3719
F -1.8575 -0.5424 -2.0887
F -1.5995 -2.4946 -1.0778
O 3.3488 -0.8393 0.5582
O 2.4230 1.4327 0.2672
C -1.7307 -1.0883 -0.8196
H -0.1342 0.3957 -1.1915
H -0.2407 0.2457 0.7296
*
```

Its total energy is -30721.7094 eV. For the orbital gap (spin up / spin down), the calculation gives 5.6437 / 7.0445 eV. The energy above the lowest of the compared OMol25 structures with the same formula, charge and spin comes out at 5.828 eV. Its HOMO energy (spin up / spin down) is -0.09948 / -0.13649 Eh.

---

# 3
2 unconnected molecules or ions with the total composition C4H7IO at a distorted geometry. Source: the Open Molecules 2025 dataset; level of theory: ωB97M-V with the def2-TZVPD basis set.

```
! RIJCOSX wB97M-V def2-TZVPD def2/J DEFGRID3
* xyz 0 1
I -2.7449 -0.5767 -0.0288
O 0.5154 2.2330 -0.1897
C 1.2429 -1.8844 -0.3512
C 0.2471 -1.0332 0.1001
C -0.7422 -0.3197 -0.5577
C -0.5270 1.6966 0.4151
H -0.4299 1.2561 1.4470
H -1.4614 2.1822 0.2014
H 1.8800 -2.4313 0.4806
H -0.0084 -0.9432 1.2364
H 1.3848 -2.1394 -1.4400
H 1.3172 1.9643 0.2653
H -0.6735 -0.0044 -1.5784
*
```

Its total energy is -14405.7663 eV. For the orbital gap, the calculation gives 8.0208 eV. The energy above the lowest of the compared OMol25 structures with the same formula, charge and spin comes out at 3.466 eV. Its HOMO energy is -0.27945 Eh.